Entry P
DFT (wB97M-V/def2-TZVPD) results for the ion C4H3O2S with charge -1.

Values from the calculation:
- Molecular weight: 115.13 g/mol
- HOMO level (alpha / beta): -2.583 / -2.584 eV

Geometry as ORCA input:
```
! wB97M-V def2-TZVPD RIJCOSX def2/J DEFGRID3
* xyz -1 1
C 0.225 0.937 0.269
C 0.934 -0.313 0.236
C -1.083 1.006 -0.425
C 0.259 -2.569 0.464
O 0.503 -1.427 -0.334
O -1.595 2.412 -0.400
S 0.549 -4.019 -0.193
H 0.725 1.858 0.612
H 1.923 -0.366 0.743
H -2.441 2.482 -0.971
*
```

These are the natural (NBO) partial charges, in e, on atoms 1 to 5: -0.55 0.37 0.20 -0.22 -0.55

=====

Entry Q
DFT (wB97M-V/def2-TZVPD) results for a structure of composition C4H3O2S.

Values from the calculation:
- Molecular weight: 115.13 g/mol
- HOMO level: -3.717 eV

Geometry as ORCA input:
```
! wB97M-V def2-TZVPD RIJCOSX def2/J DEFGRID3
* xyz -1 1
C -1.238 -0.763 -0.245
C -1.345 0.592 -0.151
C 0.168 -0.874 -0.081
C 0.467 0.440 0.423
O -1.982 1.587 -0.175
O 0.843 -1.901 -0.291
S 1.929 1.244 -0.319
H -1.945 -1.395 -0.562
H 0.333 0.806 1.486
H 2.770 0.264 -0.085
*
```

These are the natural (NBO) partial charges, in e, on atoms 1 to 5: -0.59 0.63 0.48 -0.61 -0.63

=====

The structure with the greatest stability is entry Q.

=====

Entry P
DFT (wB97M-V/def2-TZVPD) results for a cluster of 3 separate species, C4H13NO3 in total.

Values from the calculation:
- Molecular weight: 123.15 g/mol
- HOMO level (alpha / beta): -14.691 / -14.658 eV

Geometry as ORCA input:
```
! wB97M-V def2-TZVPD RIJCOSX def2/J DEFGRID3
* xyz 1 2
C -0.540 1.096 0.737
N 0.162 -0.172 0.616
C -0.697 -1.339 0.631
C 1.391 -0.307 1.364
C 2.362 0.872 1.334
O 3.532 0.685 1.442
H -0.667 1.333 1.796
H -0.056 1.880 0.162
H -1.538 1.012 0.316
H -1.494 -1.234 -0.103
H -1.162 -1.361 1.617
H -0.183 -2.280 0.426
H 1.867 -1.241 1.062
H 1.127 -0.472 2.418
H 1.943 1.882 1.229
H 1.575 -0.420 -2.484
H 0.038 -0.207 -2.344
O 0.781 -0.141 -2.947
H -3.472 0.547 -2.312
H -2.340 -0.280 -2.889
O -2.629 0.149 -2.071
*
```

These are the natural (NBO) partial charges, in e, on atoms 1 to 5: -0.49 0.06 -0.48 -0.39 0.41

=====

Entry Q
DFT (wB97M-V/def2-TZVPD) results for a cluster of 4 separate species, C4H13NO3 in total.

Values from the calculation:
- Molecular weight: 123.15 g/mol
- HOMO level (alpha / beta): -13.415 / -14.950 eV

Geometry as ORCA input:
```
! wB97M-V def2-TZVPD RIJCOSX def2/J DEFGRID3
* xyz 1 2
N 1.603 1.044 0.863
C 1.169 1.229 -0.366
C 0.006 0.688 -0.910
C -0.293 0.851 -2.281
C -1.131 -0.009 -2.904
H 2.179 1.799 1.210
H 0.944 0.565 1.510
H 1.669 2.004 -0.918
H -0.727 0.154 -0.303
H 0.240 1.615 -2.833
H -1.277 0.009 -3.973
H -1.813 -0.671 -2.379
H -3.251 -1.170 0.840
H -3.241 0.276 1.253
O -2.668 -0.501 1.223
H 2.203 -1.013 0.993
H 2.629 -2.459 0.784
O 2.192 -1.878 1.417
H -0.857 -0.813 1.899
H 0.532 -1.224 2.446
O -0.108 -0.495 2.431
*
```

These are the natural (NBO) partial charges, in e, on atoms 1 to 5: -0.67 0.15 -0.16 -0.23 -0.18

=====

The structure with the greatest stability is entry Q.

=====

Entry P
DFT (wB97M-V/def2-TZVPD) results for a cluster of 15 separate species, CH28O17 in total.

Values from the calculation:
- Molecular weight: 312.22 g/mol
- HOMO level: -3.491 eV

Geometry as ORCA input:
```
! wB97M-V def2-TZVPD RIJCOSX def2/J DEFGRID3
* xyz -2 1
C -0.230 -0.075 -0.116
O 0.836 -0.352 0.697
O -1.072 -1.030 -0.345
O -0.204 1.084 -0.626
O -3.189 0.954 1.281
H -2.684 1.640 0.937
H -2.661 0.471 1.927
O 1.276 -1.150 3.383
H 1.972 -0.948 2.765
H 0.633 -1.505 2.757
O -0.647 -2.459 1.755
H -0.610 -3.239 1.146
H -0.739 -1.690 1.213
O 0.965 3.712 -0.459
H 0.053 3.492 -0.152
H 0.793 3.501 -1.366
O -2.211 0.082 -2.539
H -2.766 0.828 -2.261
H -1.653 0.091 -1.815
O -1.501 2.944 0.387
H -1.189 2.046 0.093
H -2.281 2.942 -0.124
O 1.898 -0.004 -2.187
H 2.709 0.110 -1.718
H 1.197 0.121 -1.531
O 1.609 -2.793 -0.129
H 0.957 -2.096 0.063
H 1.551 -3.300 0.678
O 0.208 2.375 -2.921
H -0.553 2.893 -3.165
H -0.126 1.824 -2.231
O 0.564 1.682 2.525
H 1.442 1.395 2.691
H 0.386 1.169 1.761
O -3.200 -2.305 -0.522
H -2.317 -1.879 -0.445
H -3.273 -2.877 0.253
O 3.400 -1.427 1.756
H 3.922 -1.910 1.128
H 2.702 -1.105 1.218
O -0.649 -2.630 -2.647
H -0.730 -2.019 -1.877
H -1.412 -3.259 -2.550
O 2.613 1.437 0.545
H 1.807 0.920 0.451
H 2.389 2.345 0.308
*
```

These are the natural (NBO) partial charges, in e, on atoms 1 to 5: 0.97 -0.93 -0.88 -0.87 -0.96

=====

Entry Q
DFT (wB97M-V/def2-TZVPD) results for a cluster of 15 separate species, CH28O17 in total.

Values from the calculation:
- Molecular weight: 312.22 g/mol
- HOMO level: -3.982 eV

Geometry as ORCA input:
```
! wB97M-V def2-TZVPD RIJCOSX def2/J DEFGRID3
* xyz -2 1
C 4.165 22.351 -9.474
O 5.102 21.402 -9.067
O 3.031 21.911 -9.884
O 4.314 23.468 -8.877
O 5.651 25.273 -7.296
H 5.665 24.401 -7.687
H 6.265 25.249 -6.561
O 1.425 23.564 -11.387
H 1.858 22.756 -11.106
H 2.089 24.093 -11.824
O 4.180 25.602 -10.486
H 4.280 24.988 -9.713
H 3.286 25.903 -10.346
O 1.662 23.799 -8.222
H 2.545 23.590 -8.518
H 1.015 23.225 -8.680
O 3.939 19.142 -9.963
H 4.203 20.036 -9.814
H 4.726 18.655 -9.769
O 6.457 23.941 -10.643
H 5.867 23.531 -10.019
H 5.963 24.686 -10.912
O 6.864 22.655 -7.796
H 6.093 22.270 -8.215
H 6.988 22.167 -6.960
O 5.578 19.893 -6.957
H 5.386 20.444 -7.746
H 4.684 19.815 -6.624
O 1.856 20.681 -11.770
H 2.459 21.065 -11.094
H 2.400 20.649 -12.575
O 7.181 20.665 -10.476
H 6.436 21.059 -10.005
H 7.942 21.197 -10.205
O 4.765 21.381 -12.310
H 5.726 21.356 -12.406
H 4.572 21.585 -11.409
O 1.350 20.396 -8.534
H 0.624 21.005 -8.496
H 2.050 20.929 -8.918
O 3.075 26.388 -7.525
H 2.671 26.211 -8.387
H 3.979 26.006 -7.492
O 4.066 22.615 -6.475
H 4.135 22.933 -7.401
H 3.632 21.747 -6.497
*
```

These are the natural (NBO) partial charges, in e, on atoms 1 to 5: 0.99 -0.94 -0.85 -0.86 -0.98

=====

The structure with the greatest stability is entry Q.

=====

Entry P
DFT (wB97M-V/def2-TZVPD) results for a cluster of 2 separate species, C4H11ClSSi in total.

Values from the calculation:
- Molecular weight: 154.74 g/mol
- HOMO level: -8.059 eV

Geometry as ORCA input:
```
! wB97M-V def2-TZVPD RIJCOSX def2/J DEFGRID3
* xyz 0 1
C -2.438 0.026 -0.646
C -0.949 0.447 -0.524
C -0.499 0.470 1.020
C 1.038 0.424 1.236
Si 2.090 -1.797 -0.759
S 1.583 -1.348 1.220
Cl 2.728 1.889 -1.370
H -2.476 -0.292 -1.721
H -3.120 0.940 -0.483
H -2.686 -0.709 0.045
H -0.554 1.427 -0.928
H -0.379 -0.435 -0.808
H -1.048 -0.338 1.454
H -0.950 1.326 1.477
H 1.708 0.887 0.568
H 1.391 0.787 2.214
H 2.417 -0.479 -1.168
H 2.145 -3.226 -0.828
*
```

These are the natural (NBO) partial charges, in e, on atoms 1 to 5: -0.61 -0.38 -0.42 -0.50 0.98

=====

Entry Q
DFT (wB97M-V/def2-TZVPD) results for a cluster of 2 separate species, C4H11ClSSi in total.

Values from the calculation:
- Molecular weight: 154.74 g/mol
- HOMO level (alpha / beta): -7.058 / -7.058 eV

Geometry as ORCA input:
```
! wB97M-V def2-TZVPD RIJCOSX def2/J DEFGRID3
* xyz 0 1
C 1.215 -1.363 1.521
C 0.408 -0.762 0.396
C -0.770 0.156 0.790
C -1.288 0.925 -0.384
Si 1.116 1.610 -2.307
S -0.295 2.428 -0.888
Cl -3.460 -1.404 -0.746
H 0.647 -1.947 2.199
H 1.728 -0.669 2.193
H 2.007 -1.994 1.187
H 0.060 -1.408 -0.346
H 1.185 -0.077 -0.113
H -0.583 0.951 1.569
H -1.543 -0.624 1.171
H -1.460 0.326 -1.218
H -2.265 1.448 -0.221
H 2.294 2.216 -2.555
H 1.005 0.188 -2.250
*
```

These are the natural (NBO) partial charges, in e, on atoms 1 to 5: -0.61 -0.37 -0.46 -0.47 1.09

=====

The structure with the greatest stability is entry P.

=====

Entry P
DFT (wB97M-V/def2-TZVPD) results for a cluster of 2 separate species, C4H12OS in total.

Values from the calculation:
- Molecular weight: 108.21 g/mol
- HOMO level: -9.129 eV
- SMILES: CCO.CCS

Geometry as ORCA input:
```
! wB97M-V def2-TZVPD RIJCOSX def2/J DEFGRID3
* xyz 0 1
C 3.615 -0.870 0.113
C 2.752 -2.042 0.583
S 3.124 -2.728 2.341
H 4.283 -1.042 -0.753
H 4.257 -0.442 0.844
H 2.880 -0.009 -0.121
H 1.617 -1.845 0.444
H 2.828 -3.023 -0.143
H 3.459 -1.677 3.046
C -3.851 1.312 -0.866
O -3.636 0.053 -0.436
C -2.679 2.224 -0.745
H -4.187 1.336 -2.000
H -4.696 1.561 -0.227
H -2.755 -0.190 -0.138
H -2.061 1.866 0.098
H -2.110 2.246 -1.571
H -2.841 3.270 -0.470
*
```

These are the natural (NBO) partial charges, in e, on atoms 1 to 5: -0.65 -0.50 -0.07 0.23 0.22

=====

Entry Q
DFT (wB97M-V/def2-TZVPD) results for a cluster of 3 separate species, C4H12OS in total.

Values from the calculation:
- Molecular weight: 108.21 g/mol
- HOMO level: -8.101 eV

Geometry as ORCA input:
```
! wB97M-V def2-TZVPD RIJCOSX def2/J DEFGRID3
* xyz 0 1
C -1.260 1.655 0.984
C 0.299 1.583 0.974
C 0.835 0.552 -0.015
S 0.803 -1.164 0.641
C 0.219 -1.928 -0.947
H -1.671 0.748 1.401
H -1.636 1.754 -0.036
H -1.633 2.508 1.524
H 0.672 2.571 0.663
H 0.719 1.389 2.002
H 0.169 0.613 -0.960
H 1.886 0.783 -0.286
H -0.051 -2.959 -0.707
H 1.021 -1.882 -1.671
H -0.629 -1.342 -1.215
H -1.485 -0.923 0.555
H -1.030 0.451 -2.802
O -1.218 0.467 -1.838
*
```

These are the natural (NBO) partial charges, in e, on atoms 1 to 5: -0.62 -0.41 -0.62 0.48 -0.73

=====

Entry R
DFT (wB97M-V/def2-TZVPD) results for a cluster of 2 separate species, C4H12OS in total.

Values from the calculation:
- Molecular weight: 108.21 g/mol
- HOMO level: -8.444 eV
- SMILES: CCO.CSC

Geometry as ORCA input:
```
! wB97M-V def2-TZVPD RIJCOSX def2/J DEFGRID3
* xyz 0 1
C 3.919 -1.514 -1.488
S 2.243 -2.216 -1.135
C 1.230 -0.851 -1.719
H 4.202 -1.012 -0.569
H 3.897 -0.863 -2.354
H 4.611 -2.338 -1.638
H 1.184 -0.877 -2.809
H 0.231 -0.947 -1.303
H 1.609 0.149 -1.497
C -2.467 1.446 2.099
O -2.689 0.238 2.809
C -2.760 1.178 0.592
H -3.107 2.282 2.396
H -1.426 1.748 2.176
H -2.240 0.277 3.656
H -3.234 0.213 0.439
H -3.423 1.954 0.227
H -1.780 1.132 0.117
*
```

These are the natural (NBO) partial charges, in e, on atoms 1 to 5: -0.72 0.16 -0.75 0.21 0.22

=====

The structure with the greatest stability is entry R.